## one
# C5H10NO2

The ion C5H10NO2 with charge +1 (ωB97M-V with the def2-TZVPD basis set, the OMol25 dataset).

Computed properties:
* gap between HOMO and LUMO: 0.35571 hartree

Structure (ORCA input):
```
! wB97M-V def2-TZVPD RIJCOSX def2/J DEFGRID3
* xyz 1 1
C 0.769 -0.842 -2.662
N 0.515 -0.605 -1.401
C 0.036 0.704 -0.809
C 0.686 1.072 0.515
C -0.159 0.698 1.752
C -0.627 -0.629 1.500
O -0.180 -1.670 1.011
O -1.964 -0.719 1.803
H 0.803 -1.988 -2.874
H 0.830 0.006 -3.410
H 0.449 -1.436 -0.706
H 0.080 1.315 -1.738
H -0.994 0.909 -0.469
H 0.965 2.154 0.422
H 1.639 0.473 0.545
H 0.471 0.771 2.597
H -1.092 1.438 1.878
H -2.226 -1.652 2.044
*
```

---

## two
# C5H10NO2

A structure of composition C5H10NO2 (ωB97M-V with the def2-TZVPD basis set, the OMol25 dataset).

Computed properties:
* gap between HOMO and LUMO: 0.29596 hartree

Structure (ORCA input):
```
! wB97M-V def2-TZVPD RIJCOSX def2/J DEFGRID3
* xyz 1 1
C -1.222 0.726 -1.385
C 1.909 -0.626 0.526
C 0.520 -0.988 -0.198
C 1.861 0.892 0.513
C 0.108 0.338 -0.822
N -2.541 -0.266 0.812
O 0.838 1.315 -0.395
O -1.893 0.715 0.311
H -1.905 -0.047 -1.823
H 2.123 -0.976 1.594
H 2.645 -1.111 -0.181
H 0.542 -1.814 -0.925
H -0.442 -1.176 0.467
H 1.789 1.462 1.514
H 2.743 1.219 0.019
H -1.409 1.709 -1.854
H -2.266 -0.934 1.536
H -3.402 -0.437 0.291
*
```

---

## three
# C5H10NO2

A cluster of 2 separate species, C5H10NO2 in total (ωB97M-V with the def2-TZVPD basis set, the OMol25 dataset).

Computed properties:
* gap between HOMO and LUMO: 0.28095 hartree

Structure (ORCA input):
```
! wB97M-V def2-TZVPD RIJCOSX def2/J DEFGRID3
* xyz 1 1
C 0.018 0.116 1.235
C -0.758 -0.803 -2.655
C 0.504 -0.756 -2.446
C -0.915 1.356 3.089
C 0.173 0.989 2.146
N 1.752 -0.863 -2.398
O -1.335 -1.979 -2.975
O 1.040 -0.294 0.377
H -0.943 -0.313 1.080
H -1.153 0.188 -2.626
H -0.796 2.300 3.562
H -1.893 1.671 2.518
H -1.014 0.573 3.829
H 1.165 1.395 2.142
H 2.452 -0.819 -3.255
H 2.077 -0.819 -1.383
H -2.278 -1.823 -3.054
H 1.904 -0.121 0.815
*
```

---

## four
# C5H10NO2

A structure of composition C5H10NO2 (ωB97M-V with the def2-TZVPD basis set, the OMol25 dataset).

Computed properties:
* gap between HOMO and LUMO: 0.37867 hartree

Structure (ORCA input):
```
! wB97M-V def2-TZVPD RIJCOSX def2/J DEFGRID3
* xyz 1 1
C -0.129 -0.487 -0.007
C -0.585 0.555 -0.693
C 1.240 -0.430 1.426
C -1.596 0.469 -1.800
C 1.792 0.866 1.733
N -0.389 -1.898 -0.094
O 1.387 -1.552 1.784
O -0.127 1.778 -0.369
H -2.592 0.697 -1.417
H -1.619 -0.517 -2.258
H -1.361 1.201 -2.572
H 2.236 1.287 0.831
H 2.534 0.789 2.526
H 0.990 1.546 2.017
H -1.356 -2.162 0.119
H 0.252 -2.287 0.671
H -0.122 -2.316 -0.996
H -0.555 2.462 -0.901
*
```

---

Which structure is most stable, and how do the rest compare? From most to least stable: four, one, three, two.